{
  "formula": "C21H17AsBrKN3O7SSe2",
  "method": "wB97M-V/def2-TZVPD",
  "elements": ["K", "Se", "Se", "C", "C", "C", "C", "C", "N", "C", "C", "C", "C", "C", "N", "H", "H", "H", "H", "H", "H", "H", "H", "O", "As", "O", "O", "C", "C", "C", "C", "C", "C", "S", "O", "O", "O", "H", "H", "H", "H", "H", "O", "C", "C", "C", "N", "C", "Br", "C", "H", "H", "H", "H"],
  "xyz": [[0.36131, 0.90164, -0.28881], [2.06314, -1.19319, -3.99703], [0.11395, -1.77170, -4.99783], [-0.75970, -2.54004, -3.44355], [-1.02374, -3.89805, -3.38092], [-1.56735, -4.37937, -2.20094], [-1.82025, -3.49252, -1.16806], [-1.54813, -2.14421, -1.36232], [-1.02715, -1.68414, -2.48582], [1.82034, 0.69016, -3.85780], [2.89523, 1.51427, -3.52965], [2.67036, 2.87590, -3.49945], [1.39921, 3.35670, -3.79686], [0.40615, 2.44381, -4.11039], [0.61733, 1.13976, -4.15027], [-0.80260, -4.54089, -4.22162], [-1.79122, -5.43132, -2.09457], [-2.22108, -3.82921, -0.22398], [-1.75788, -1.41900, -0.59420], [3.86490, 1.08554, -3.31976], [3.46740, 3.56875, -3.26561], [1.20241, 4.41625, -3.79003], [-0.59558, 2.75891, -4.37078], [2.88687, -2.54189, 1.38915], [1.77059, -1.09854, 1.41990], [2.82409, 0.12307, 1.57317], [0.99991, -1.15199, -0.01493], [0.68918, -1.71786, 2.90928], [1.15130, -2.75371, 3.70742], [0.33822, -3.31408, 4.67733], [-0.94820, -2.83438, 4.86784], [-1.40403, -1.77891, 4.09549], [-0.58406, -1.24047, 3.12207], [-1.12614, 0.20113, 2.22832], [-2.04274, 0.88549, 3.16249], [0.05822, 1.00271, 1.93133], [-1.81883, -0.18689, 1.01267], [3.70271, -2.12768, 1.10785], [2.15804, -3.11402, 3.55304], [0.70265, -4.13308, 5.28356], [-1.58965, -3.26850, 5.62278], [-2.38574, -1.35415, 4.24259], [-1.20723, 3.27345, 3.29902], [-1.07715, 3.43412, 1.99221], [-2.05072, 2.99915, 1.07741], [-1.82363, 3.15533, -0.26921], [-0.72970, 3.72837, -0.77045], [0.14214, 4.17597, 0.10829], [1.65860, 4.99208, -0.65651], [0.04194, 4.09511, 1.47398], [-1.64791, 2.37182, 3.43063], [-2.92464, 2.48086, 1.43782], [-2.54885, 2.82698, -1.00129], [0.81770, 4.44245, 2.13696]],
  "mulliken_charge": [1.13, -0.05, -0.12, 0.12, -0.46, -0.33, -0.77, -0.09, -0.13, 0.53, -0.69, -0.34, -0.41, -0.50, -0.14, 0.38, 0.39, 0.42, 0.63, 0.35, 0.41, 0.44, 0.38, -0.68, 0.80, -0.82, -0.43, -0.30, -0.40, -0.57, -0.59, -0.60, -0.11, 1.88, -0.88, -0.84, -0.68, 0.29, 0.54, 0.38, 0.39, 0.47, -0.64, 0.33, 0.27, -0.61, -0.39, -0.07, -0.21, -0.32, 0.51, 0.34, 0.38, 0.41],
  "homo_energy_ev": -5.828,
  "e_tot_ha": -12112.31433,
  "total_charge": -1,
  "e_lumo_ev": 2.3,
  "gap_ev": 8.1,
  "e_above_lowest_kj_mol": 0.0
}